The following is a DFT calculation (the ωB97M-V functional and the def2-TZVPD basis) of one molecule with the formula C4H8BrNO.

Geometry as XYZ:
```
15
Properties=species:S:1:pos:R:3
H -0.18 -2.31 -0.42
H 1.89 2.80 0.65
H -1.93 0.79 -1.20
H -1.76 -2.00 -0.61
C 1.16 0.95 1.16
N 0.68 -0.11 0.36
C -1.71 0.68 -0.13
H -1.54 1.63 0.34
O 1.03 2.23 0.55
Br 3.04 0.39 1.74
H -0.58 -1.38 -1.86
C -0.78 -1.58 -0.78
H 0.86 0.91 2.15
H -2.59 0.07 0.31
C -0.49 -0.23 -0.19
```

Calculated values
Net charge: 0
Largest force on an atom in eV/Å: 5.05
HOMO-LUMO gap (alpha / beta) in eV: 5.80 / 7.72
Energy above the lowest of the compared OMol25 structures with the same formula, charge and spin in eV: 1.902
Total energy in Eh: -2861.014613
Multiplicity: 3
HOMO level (alpha / beta) in eV: -5.24 / -10.32

---

The following is a DFT calculation (the ωB97M-V functional and the def2-TZVPD basis) of one molecule with the formula C4H8BrNO3.

Geometry as XYZ:
```
17
Properties=species:S:1:pos:R:3
C -0.83 -1.72 -0.39
H -1.34 1.56 0.21
H -1.55 -1.65 0.42
H -0.30 0.14 -1.53
H -2.42 0.43 -0.58
O 0.88 0.28 1.52
Br 2.36 -1.25 -0.15
O 1.61 1.54 -1.39
C -0.40 -0.17 -0.52
H 0.03 -2.27 0.00
H -1.22 -2.00 -1.36
O 2.30 1.94 0.56
N 1.70 1.28 -0.23
H 1.46 1.06 1.90
C 0.97 0.08 0.26
C -1.56 0.59 0.13
H -1.67 0.15 1.13
```

Calculated values
Net charge: 0
Largest force on an atom in eV/Å: 4.95
SMILES string: CC(C)[C@@](O)(Br)[N+](=O)[O-]
HOMO-LUMO gap in eV: 10.50
Energy above the lowest of the compared OMol25 structures with the same formula, charge and spin in eV: 3.538
Total energy in Eh: -3011.567018
HOMO level in eV: -10.67

---

The following is a DFT calculation (the ωB97M-V functional and the def2-TZVPD basis) of a 2-piece molecular cluster, C4H8BrOP overall.

Geometry as XYZ:
```
15
Properties=species:S:1:pos:R:3
H -1.61 0.54 1.73
H 1.57 -1.17 -2.10
H -3.79 2.98 0.49
P -2.21 0.93 0.52
H 2.89 -1.39 0.77
H -3.41 2.09 2.05
C 3.21 -2.95 -0.59
O 0.84 -0.25 -0.56
C 1.62 -1.05 -1.00
H 2.88 -3.37 -1.62
C -3.03 2.46 1.14
H 3.90 -3.41 0.06
C 2.63 -1.79 -0.20
Br -4.00 -0.36 0.62
H -2.41 3.16 1.56
```

Calculated values
Net charge: 0
Largest force on an atom in eV/Å: 3.52
SMILES string: C=CC=O.CPBr
HOMO-LUMO gap in eV: 8.96
Energy above the lowest of the compared OMol25 structures with the same formula, charge and spin in eV: 1.285
Total energy in Eh: -3147.760201
HOMO level in eV: -8.77

---

The following is a DFT calculation (the ωB97M-V functional and the def2-TZVPD basis) of C4H8CdO3 as an isolated structure.

Geometry as XYZ:
```
16
Properties=species:S:1:pos:R:3
C 0.62 2.17 -0.12
C -0.32 -1.55 -0.49
Cd -0.21 -0.01 1.71
H 1.58 -2.40 0.03
C -0.78 1.89 -0.52
O 0.83 -1.58 1.74
C 0.60 -2.23 0.53
H 0.91 3.23 -0.14
H 0.31 -1.20 -1.34
H 1.41 1.53 -0.54
O -1.06 -0.46 0.00
O -0.12 1.84 1.04
H 0.12 -3.20 0.77
H -1.85 1.69 -0.47
H -1.04 -2.31 -0.87
H -1.00 2.60 -1.33
```

Calculated values
Net charge: 0
Largest force on an atom in eV/Å: 5.78
HOMO-LUMO gap (alpha / beta) in eV: 7.03 / 7.03
Total energy in Eh: -550.328308
HOMO level (alpha / beta) in eV: -7.94 / -7.94

---

The following is a DFT calculation (the ωB97M-V functional and the def2-TZVPD basis) of C4H8CdO3 as an isolated structure.

Geometry as XYZ:
```
16
Properties=species:S:1:pos:R:3
O -0.37 -0.19 1.13
H 0.19 -0.54 -2.96
H 2.27 0.04 -0.01
C 1.13 -0.01 -0.68
Cd -1.66 0.26 -0.36
O 0.16 0.77 -1.33
C 0.96 0.10 0.78
H 1.22 -1.02 -1.12
H -0.48 1.12 -3.25
H -0.05 -1.21 2.90
O -1.70 -0.19 -2.22
H -1.68 -0.50 2.67
C -0.61 -0.34 2.54
C -0.47 0.25 -2.57
H -0.29 0.57 3.06
H 1.39 0.89 1.40
```

Calculated values
Net charge: +1
Largest force on an atom in eV/Å: 4.71
HOMO-LUMO gap (alpha / beta) in eV: 8.28 / 7.96
Energy above the lowest of the compared OMol25 structures with the same formula, charge and spin in eV: 3.314
Total energy in Eh: -550.155309
Multiplicity: 2
HOMO level (alpha / beta) in eV: -13.71 / -13.84

---

The following is a DFT calculation (the ωB97M-V functional and the def2-TZVPD basis) of a 2-piece molecular cluster, C4H8Cl2N overall.

Geometry as XYZ:
```
15
Properties=species:S:1:pos:R:3
H -2.37 2.09 0.20
C 1.55 -1.39 -0.44
H -1.19 0.75 0.66
C 0.78 -2.52 0.07
Cl 0.54 -0.41 1.92
C 1.44 -1.52 1.00
H -0.43 2.92 -1.54
H -1.59 1.48 -1.88
H 2.34 -1.79 1.55
H -0.23 -2.28 -0.04
H -0.76 2.41 0.67
Cl 0.95 -0.03 -1.26
C -0.89 1.96 -1.20
H 1.18 -3.46 0.08
N -1.32 1.79 0.20
```

Calculated values
Net charge: +1
Largest force on an atom in eV/Å: 4.44
HOMO-LUMO gap (alpha / beta) in eV: 9.69 / 7.22
Energy above the lowest of the compared OMol25 structures with the same formula, charge and spin in eV: 4.411
Total energy in Eh: -1131.885620
HOMO level (alpha / beta) in eV: -13.93 / -12.38

---

Look up the net charge of the fourth one. 0

---

Copy entry 6 word for word.
The following is a DFT calculation (the ωB97M-V functional and the def2-TZVPD basis) of a 2-piece molecular cluster, C4H8Cl2N overall.

Geometry as XYZ:
```
15
Properties=species:S:1:pos:R:3
H -2.37 2.09 0.20
C 1.55 -1.39 -0.44
H -1.19 0.75 0.66
C 0.78 -2.52 0.07
Cl 0.54 -0.41 1.92
C 1.44 -1.52 1.00
H -0.43 2.92 -1.54
H -1.59 1.48 -1.88
H 2.34 -1.79 1.55
H -0.23 -2.28 -0.04
H -0.76 2.41 0.67
Cl 0.95 -0.03 -1.26
C -0.89 1.96 -1.20
H 1.18 -3.46 0.08
N -1.32 1.79 0.20
```

Calculated values
Net charge: +1
Largest force on an atom in eV/Å: 4.44
HOMO-LUMO gap (alpha / beta) in eV: 9.69 / 7.22
Energy above the lowest of the compared OMol25 structures with the same formula, charge and spin in eV: 4.411
Total energy in Eh: -1131.885620
HOMO level (alpha / beta) in eV: -13.93 / -12.38

---

The highest total energy belongs to which entry? number 5